C58H40Cl2HfN5O9P2 | ωB97M-V with the def2-TZVPD basis set

XYZ file:
```
117
Properties=species:S:1:pos:R:3:mulliken_charge:R:1
Hf -0.427 -0.635 0.382 2.726
C -7.685 0.794 3.043 -0.408
C -6.456 0.861 3.686 -0.842
C -5.297 0.506 3.012 0.051
C -5.352 0.082 1.686 -1.138
C -6.588 0.012 1.050 0.114
C -7.749 0.368 1.724 -0.799
C -4.084 -0.296 1.002 1.728
C -3.551 0.551 0.041 0.523
C -4.261 1.674 -0.516 -1.663
C -3.467 2.198 -1.470 -1.709
C -2.248 1.424 -1.474 0.654
N -2.328 0.414 -0.552 -0.610
C -1.175 1.701 -2.311 1.513
C -0.046 0.889 -2.452 0.631
C 1.045 1.172 -3.348 -1.708
C 1.899 0.125 -3.272 -1.635
C 1.325 -0.812 -2.348 0.504
C 1.845 -2.067 -2.065 1.015
C 3.103 -2.485 -2.742 0.192
C 3.178 -2.598 -4.128 -0.255
C 4.359 -2.986 -4.743 -0.801
C 5.484 -3.267 -3.978 -0.528
C 5.418 -3.160 -2.596 -0.875
C 4.235 -2.774 -1.984 -0.467
C 1.256 -2.977 -1.184 0.636
N 0.186 -2.721 -0.372 -0.167
C -0.067 -3.882 0.299 0.438
C -1.125 -4.112 1.182 1.097
C -1.133 -5.419 1.903 -0.804
C -0.330 -5.578 3.029 0.158
C -0.317 -6.782 3.719 -0.793
C -1.105 -7.841 3.289 -0.346
C -1.906 -7.690 2.165 -0.807
C -1.919 -6.484 1.477 0.205
C -2.173 -3.238 1.414 0.890
C -3.333 -3.573 2.200 -1.653
C -4.155 -2.505 2.157 -1.614
C -3.499 -1.511 1.346 0.607
N -2.293 -1.967 0.908 -0.644
C 0.871 -4.895 -0.091 -1.713
C 1.687 -4.335 -1.018 -1.586
N 0.163 -0.305 -1.823 -0.772
C -1.266 2.933 -3.145 0.172
C -1.309 2.863 -4.536 -0.235
C -1.409 4.016 -5.301 -0.848
C -1.470 5.258 -4.683 -0.616
C -1.432 5.338 -3.298 -0.988
C -1.332 4.184 -2.535 -0.037
H -8.591 1.070 3.569 0.367
H -6.399 1.192 4.715 0.408
H -4.331 0.551 3.503 0.449
H -6.635 -0.328 0.023 0.492
H -8.704 0.307 1.218 0.386
H -5.247 1.993 -0.221 0.536
H -3.679 3.025 -2.126 0.546
H 1.150 2.065 -3.942 0.577
H 2.838 0.002 -3.785 0.584
H 2.298 -2.379 -4.722 0.504
H 4.400 -3.072 -5.821 0.404
H 6.407 -3.566 -4.458 0.396
H 6.291 -3.372 -1.992 0.435
H 4.175 -2.687 -0.906 0.742
H 0.278 -4.744 3.359 0.559
H 0.309 -6.891 4.596 0.388
H -1.095 -8.780 3.827 0.353
H -2.522 -8.512 1.823 0.382
H -2.542 -6.362 0.599 0.465
H -3.494 -4.513 2.702 0.537
H -5.124 -2.387 2.613 0.460
H 0.879 -5.909 0.274 0.481
H 2.492 -4.802 -1.561 0.550
H -1.268 1.892 -5.015 0.484
H -1.444 3.944 -6.381 0.404
H -1.545 6.159 -5.279 0.383
H -1.475 6.303 -2.808 0.408
H -1.293 4.239 -1.454 0.677
O -1.949 -1.121 3.964 -0.621
P -0.541 -0.509 3.467 0.634
O 0.273 -0.145 4.624 -0.823
O -0.057 -1.421 2.339 -0.268
O -1.128 0.718 2.546 -0.261
P -0.538 2.075 1.838 -0.053
O -1.923 2.802 1.458 -0.562
O 0.277 2.944 2.687 -0.654
O -0.050 1.462 0.529 1.238
H -1.957 -1.070 4.927 0.311
H -2.051 3.546 2.058 0.366
Cl 3.862 4.344 3.715 -0.251
C 2.922 4.946 2.391 0.516
C 2.338 6.196 2.506 -0.464
C 1.583 6.694 1.458 -0.525
C 1.398 5.932 0.317 -0.870
C 1.966 4.672 0.232 0.999
Cl 1.610 3.708 -1.159 0.139
C 2.766 4.148 1.254 -1.439
N 3.320 2.869 1.208 0.334
C 4.128 2.401 0.188 1.344
C 4.702 3.277 -0.738 -0.578
C 5.481 2.805 -1.781 -0.732
C 5.726 1.449 -1.917 -1.005
C 5.201 0.583 -0.966 -0.413
C 4.420 1.024 0.092 0.374
C 3.958 0.041 1.141 -1.860
C 2.444 0.017 1.352 0.680
O 1.971 0.615 2.315 -0.666
O 1.770 -0.621 0.464 0.099
H 2.483 6.764 3.414 0.413
H 1.128 7.673 1.537 0.373
H 0.792 6.289 -0.505 0.476
H 2.941 2.211 1.890 0.215
H 4.521 4.340 -0.643 0.424
H 5.896 3.511 -2.491 0.405
H 6.324 1.068 -2.735 0.399
H 5.405 -0.478 -1.041 0.306
H 4.404 0.290 2.107 0.277
H 4.291 -0.957 0.858 0.571
```

Total energy ... -131621.5289 eV
ΔE to the lowest compared entry with this formula, charge and spin ... 0.944 eV
Total charge ... -1
Max |F| ... 0.72 eV/Å
Orbital gap ... 0.21536 Eh

C58H48AsNO7P2SZr | ωB97M-V with the def2-TZVPD basis set

XYZ file:
```
119
Properties=species:S:1:pos:R:3:mulliken_charge:R:1
Zr 0.534 0.359 0.248 -2.522
O -0.206 0.994 4.249 -0.758
C 0.046 1.263 2.929 1.295
O -0.222 0.258 2.074 0.177
C 1.426 1.852 2.727 -1.354
C 2.057 2.766 3.563 -0.792
C 3.274 3.278 3.149 -1.423
C 3.822 2.895 1.924 -0.645
C 3.119 1.995 1.152 1.591
N 1.954 1.484 1.569 1.433
C 3.481 1.442 -0.185 -0.478
O 4.488 1.915 -0.868 -0.541
O 2.790 0.551 -0.662 -0.626
H -1.045 0.526 4.330 0.496
H 1.589 3.068 4.489 0.690
H 3.801 3.986 3.774 0.543
H 4.779 3.288 1.610 0.512
H 4.975 2.619 -0.422 0.414
S -0.953 2.837 2.394 -0.520
C -2.658 2.317 2.331 0.407
C -3.488 2.660 3.395 -0.248
C -4.862 2.553 3.256 -1.004
C -5.402 2.143 2.045 -0.922
C -4.574 1.774 0.998 -0.896
C -3.194 1.814 1.139 0.772
As -1.904 1.409 -0.295 2.587
C -2.305 3.159 -1.109 1.144
C -1.523 4.247 -0.734 -0.470
C -1.870 5.528 -1.140 -0.846
C -2.996 5.730 -1.922 -0.894
C -3.786 4.649 -2.288 -0.970
C -3.450 3.371 -1.876 -0.186
C -2.618 0.044 -1.632 2.088
C -3.141 -2.043 -1.918 0.778
C -3.339 -2.312 -3.374 -1.468
C -3.194 -1.405 -4.341 -1.139
C -2.776 -0.018 -4.164 -0.964
C -2.521 0.625 -3.021 -1.680
H -3.050 3.046 4.306 0.549
H -5.512 2.829 4.075 0.439
H -6.476 2.119 1.916 0.487
H -5.003 1.470 0.050 0.511
H -0.647 4.097 -0.125 0.035
H -1.261 6.369 -0.833 0.560
H -3.265 6.730 -2.237 0.432
H -4.672 4.806 -2.888 0.493
H -4.083 2.534 -2.148 0.353
H -3.319 -2.940 -1.333 0.579
H -3.640 -3.320 -3.633 0.513
H -3.393 -1.704 -5.363 0.448
H -2.648 0.543 -5.084 0.506
H -2.186 1.651 -3.093 0.265
C 2.772 -2.450 -0.403 -1.316
C 1.433 -2.472 -1.170 -0.681
P 0.141 -2.745 0.143 0.478
C -1.296 -1.633 -0.201 0.025
C -2.079 -1.562 0.913 0.054
C -3.492 -1.273 1.016 -1.237
C -4.327 -0.983 0.008 -1.456
C -3.925 -0.793 -1.410 0.200
C -1.814 -1.305 -1.572 -1.056
C -0.632 -4.354 -0.338 1.451
C 0.098 -5.322 -1.024 -1.015
C -0.472 -6.551 -1.323 -0.811
C -1.766 -6.840 -0.923 -0.722
C -2.481 -5.902 -0.192 -0.701
C -1.912 -4.676 0.113 -0.563
P 2.482 -1.496 1.175 2.618
C 4.132 -0.862 1.702 0.627
C 5.271 -0.755 0.912 -0.416
C 6.444 -0.225 1.440 -0.773
C 6.491 0.189 2.761 -0.707
C 5.363 0.067 3.567 -0.773
C 4.194 -0.448 3.038 -0.780
C 2.423 -2.836 2.428 0.738
C 3.530 -3.672 2.571 -0.659
C 3.516 -4.682 3.519 -0.896
C 2.403 -4.860 4.329 -0.702
C 1.309 -4.017 4.205 -0.889
C 1.320 -3.002 3.259 0.065
H 3.556 -1.988 -1.000 0.656
H 3.083 -3.463 -0.148 0.550
H 1.413 -3.244 -1.936 1.386
H 1.285 -1.515 -1.666 -0.727
H -1.615 -1.866 1.846 0.261
H -3.914 -1.366 2.009 0.578
H -5.385 -0.912 0.228 0.472
H -4.763 -0.494 -2.036 0.651
H -1.049 -1.416 -2.336 0.776
H 1.122 -5.138 -1.324 0.314
H 0.108 -7.287 -1.865 0.451
H -2.210 -7.796 -1.166 0.422
H -3.483 -6.129 0.150 0.487
H -2.479 -3.974 0.709 0.496
H 5.266 -1.092 -0.117 0.397
H 7.326 -0.153 0.816 0.519
H 7.407 0.592 3.173 0.447
H 5.407 0.363 4.607 0.519
H 3.312 -0.550 3.663 0.465
H 4.403 -3.529 1.946 0.402
H 4.378 -5.326 3.630 0.465
H 2.392 -5.656 5.061 0.436
H 0.449 -4.151 4.847 0.493
H 0.478 -2.329 3.162 0.160
O 1.323 4.430 -2.240 -0.355
C 1.083 3.667 -3.321 1.123
C 1.077 4.206 -4.605 -0.944
C 0.916 3.393 -5.709 -0.727
C 0.747 2.017 -5.561 -1.059
C 0.706 1.478 -4.298 -0.590
C 0.859 2.286 -3.161 0.052
C 0.726 1.652 -1.859 1.802
O 0.897 2.230 -0.737 -0.384
O 0.385 0.408 -1.792 0.012
H 1.361 5.358 -2.498 0.360
H 1.221 5.273 -4.732 0.428
H 0.937 3.832 -6.697 0.433
H 0.648 1.382 -6.431 0.502
H 0.544 0.418 -4.156 0.416
```

Total energy ... -168269.0630 eV
ΔE to the lowest compared entry with this formula, charge and spin ... 4.319 eV
Total charge ... +2
Max |F| ... 2.55 eV/Å
Orbital gap ... 0.23810 Eh